# C32H27AsN4OOsS2

C32H27AsN4OOsS2 as an isolated structure at a distorted geometry (ωB97M-V with the def2-TZVPD basis set, the OMol25 dataset).

Last column: Mulliken spin population.
CARTESIAN COORDINATES (ANGSTROEM)
Os1 0.199 0.013 0.025  2.404
S1 0.043 0.028 2.481  0.600
C1 -0.488 1.648 2.678  0.123
C2 -0.957 1.994 3.961  0.010
C3 -1.379 3.268 4.245  0.021
C4 -1.852 3.581 5.556  -0.001
N1 -2.232 3.807 6.617  0.014
C5 -1.349 4.264 3.225  0.084
C6 -0.901 3.944 1.963  -0.038
C7 -0.460 2.649 1.653  0.152
S2 0.110 2.402 0.043  0.314
C8 -1.790 5.591 3.515  -0.011
N2 -2.143 6.661 3.740  0.057
H1 -0.985 1.237 4.733  -0.005
H2 -0.888 4.704 1.192  -0.005
N3 2.123 -0.094 -0.012  -0.106
C9 3.294 -0.137 0.004  0.153
N4 4.565 -0.190 0.026  0.047
C10 5.306 -0.444 1.285  0.008
C11 6.298 -1.582 1.075  0.004
C12 7.202 -1.297 -0.125  0.001
C13 6.372 -1.060 -1.388  0.002
C14 5.385 0.082 -1.178  0.010
H3 4.593 -0.670 2.076  0.004
H4 5.836 0.476 1.541  0.000
H5 5.757 -2.519 0.926  0.000
H6 6.891 -1.685 1.984  0.000
H7 7.879 -2.136 -0.282  0.000
H8 7.821 -0.419 0.080  0.000
H9 5.830 -1.970 -1.657  0.000
H10 7.017 -0.800 -2.227  0.000
H11 4.728 0.213 -2.035  0.001
H12 5.923 1.017 -1.003  0.001
O1 -1.749 -0.056 -0.133  0.114
As1 -2.900 -1.251 -0.539  0.011
C15 -3.915 -1.671 1.034  0.016
C16 -3.882 -2.951 1.573  -0.002
C17 -4.629 -3.216 2.712  -0.001
C18 -5.388 -2.211 3.294  0.001
C19 -5.409 -0.932 2.750  0.001
C20 -4.671 -0.654 1.612  0.000
C21 -3.995 -0.520 -1.930  0.000
C22 -5.379 -0.497 -1.803  -0.001
C23 -6.135 0.031 -2.839  0.000
C24 -5.511 0.520 -3.977  0.000
C25 -4.126 0.485 -4.097  0.002
C26 -3.359 -0.039 -3.071  0.001
C27 -1.921 -2.780 -1.173  -0.044
C28 -2.637 -3.864 -1.673  -0.007
C29 -1.952 -4.974 -2.144  0.001
C30 -0.564 -4.999 -2.124  -0.001
C31 0.151 -3.915 -1.634  0.006
C32 -0.534 -2.811 -1.162  0.057
H13 -3.285 -3.731 1.117  0.000
H14 -4.617 -4.209 3.141  0.000
H15 -5.970 -2.425 4.181  0.000
H16 -6.005 -0.155 3.209  0.000
H17 -4.680 0.338 1.175  0.002
H18 -5.858 -0.889 -0.915  0.001
H19 -7.213 0.057 -2.754  0.000
H20 -6.108 0.930 -4.780  0.000
H21 -3.648 0.863 -4.990  0.000
H22 -2.279 -0.073 -3.153  0.003
H23 -3.720 -3.831 -1.697  -0.001
H24 -2.504 -5.820 -2.531  0.000
H25 -0.036 -5.866 -2.496  0.000
H26 1.233 -3.933 -1.625  -0.001
H27 0.041 -1.954 -0.776  -0.004

The expectation value of S² is 6.04. The value obtained for the molar mass is 812.881 g mol⁻¹. The calculation puts the relative energy (zero: lowest compared OMol25 entry of this formula, charge and spin) at 0.270 eV. Its LUMO energy (spin up / spin down) is -6.9 / -8.8 eV. Its total charge is +2. The spin multiplicity is 5. The gap between HOMO and LUMO (spin up / spin down) is 6.73 / 5.32 eV. The calculation puts the energy at -126588.8381 eV.